A cluster of 2 separate species, C25H28BrO7 in total. Source: the Open Molecules 2025 dataset; level of theory: the ωB97M-V functional and the def2-TZVPD basis.

Computed properties:
LUMO level (eV): 2.41
Relative energy (zero: lowest compared OMol25 entry of this formula, charge and spin) (kJ/mol): 0.0
Total charge: -1
E_HOMO (eV): -2.47
DFT total energy (a.u.): -4070.15989
Gap between HOMO and LUMO (eV): 4.87
M (g/mol): 520.40

Geometry as XYZ:
```
61
C25H28BrO7 the ωB97M-V functional and the def2-TZVPD basis
H -2.5863 3.3418 2.7313
C -1.4839 -3.3193 2.5362
H 1.9278 4.8911 3.2644
H -3.7262 -2.2577 0.1782
H 2.8453 3.7439 4.2318
H 2.5361 -2.4080 -2.9717
C 1.7608 3.6316 -3.0773
H -3.7835 -4.5521 4.0831
C 2.8592 4.3200 3.3018
H 2.5328 -4.8950 -2.9586
Br 0.3836 -6.9161 -3.2042
H -1.0867 5.3130 2.2088
C 1.6320 -2.9654 -3.1828
C -1.7787 -1.3923 0.5112
H -3.1021 -5.7276 2.8859
C 2.9786 3.4038 2.1191
H 0.5285 -2.5560 2.7381
C 2.2764 2.2556 -2.7275
H 3.8243 2.7129 2.2314
C 0.3954 0.8695 1.3098
O -1.8671 0.8975 2.1417
C 0.4155 -5.0467 -3.3779
H -1.8902 -0.6335 -0.2686
C -0.5812 -1.4354 1.2643
C -2.1553 3.5129 1.7362
H -1.4600 5.1209 0.4979
C -1.8479 4.9636 1.5072
H 2.3073 4.3902 -2.5108
H 1.4375 -0.7921 0.6382
H 1.9204 3.8270 -4.1438
O 1.2008 1.3303 -3.0359
O -3.8228 -3.9047 2.0811
H -1.3795 -4.0560 3.3337
H -0.5967 -0.3199 -3.1268
O -0.8685 2.8560 1.6319
O 1.7285 2.6641 2.1112
H -2.7491 5.5592 1.6388
H -2.8317 3.1156 0.9678
C 0.4713 -0.4474 1.0173
C -0.7415 -4.3462 -3.7678
C -0.8946 1.5190 1.7439
C 1.5316 0.0057 -2.9630
H 3.1840 2.0214 -3.3063
C 0.3633 -0.8358 -3.1213
C 1.6173 -4.3542 -3.1597
H 3.7042 5.0089 3.3232
H -4.8685 -5.3888 2.9251
C 1.6344 1.6945 1.1986
C -0.4333 -2.4699 2.2202
H -1.6285 -4.9079 -4.0291
H 2.5022 2.1887 -1.6491
C -2.6835 -3.2275 1.7922
C -0.7376 -2.9545 -3.7761
H 0.6873 3.7242 -2.8792
H -1.6404 -2.4110 -4.0498
O 2.5012 1.4862 0.3518
H 3.0767 3.9702 1.1821
C -3.8711 -4.9587 3.0637
C -2.7920 -2.2802 0.7421
O 2.6937 -0.3676 -2.7697
C 0.4301 -2.2116 -3.3842
```